[1]
ORCA calculation (ωB97M-V/def2-TZVPD) on a cluster of 2 separate species, C4H7N3 in total at a distorted geometry.

Bonds (Å) are listed after each position.
Atoms and positions in Å:
1 C 0.072 -1.289 -1.501  C2 1.393, H8 1.237, H9 1.090, H10 1.087
2 C 0.355 0.048 -1.771  C1 1.393, H11 1.087, H12 1.085
3 N 1.162 0.028 0.984  C4 1.296, H13 1.015
4 C -0.022 0.524 1.164  N3 1.296, N5 1.358, C6 1.477
5 N -0.926 0.642 0.158  C4 1.358, H14 1.019
6 C -0.409 0.938 2.528  C4 1.477, N7 1.158
7 N -0.643 1.238 3.622  C6 1.158
8 H -0.704 -0.722 -0.722  C1 1.237
9 H 0.759 -1.801 -0.827  C1 1.090
10 H -0.496 -1.878 -2.216  C1 1.087
11 H -0.182 0.587 -2.547  C2 1.087
12 H 1.114 0.568 -1.197  C2 1.085
13 H 1.659 -0.059 1.865  N3 1.015
14 H -1.740 1.175 0.460  N5 1.019

E_HOMO (alpha / beta): -8.8821 / -8.8823 eV
Kohn-Sham gap (alpha / beta): 8.1 / 8.1 eV
Lowest unoccupied orbital energy (alpha / beta): -0.781 / -0.781 eV

---

[2]
ORCA calculation (ωB97M-V/def2-TZVPD) on a cluster of 8 separate species, C17H49NO8 in total at a distorted geometry.

Bonds (Å) are listed after each position.
Atoms and positions in Å:
1 C 2.810 3.088 -2.580  C2 1.570, H12 1.090, H13 1.090, H14 1.090
2 C 2.030 2.042 -3.452  C1 1.570, C3 1.531, N7 1.477, C11 1.601
3 C 2.790 1.980 -4.780  C2 1.531, C4 1.487, H15 1.090, H16 1.090
4 C 2.331 0.862 -5.646  C3 1.487, C5 1.568, H17 1.090, H18 1.090
5 C 2.469 -0.496 -4.875  C4 1.568, C6 1.542, H19 1.090, H20 1.090
6 C 1.803 -0.500 -3.484  C5 1.542, N7 1.431, C9 1.479, C10 1.561
7 N 2.066 0.722 -2.789  C2 1.477, C6 1.431, O8 1.321
8 O 1.707 0.714 -1.517  N7 1.321, H30 0.960
9 C 0.367 -0.833 -3.593  C6 1.479, H21 1.090, H22 1.090, H23 1.090
10 C 2.543 -1.653 -2.735  C6 1.561, H24 1.090, H25 1.090, H26 1.090
11 C 0.519 2.558 -3.568  C2 1.601, H27 1.090, H28 1.090, H29 1.090
12 H 2.492 4.089 -2.872  C1 1.090
13 H 3.865 3.146 -2.848  C1 1.090
14 H 2.693 2.964 -1.503  C1 1.090
15 H 2.851 2.952 -5.270  C3 1.090
16 H 3.843 1.904 -4.510  C3 1.090
17 H 2.998 0.680 -6.490  C4 1.090
18 H 1.382 0.948 -6.175  C4 1.090
19 H 3.494 -0.867 -4.853  C5 1.090
20 H 1.915 -1.266 -5.412  C5 1.090
21 H 0.202 -1.765 -4.133  C9 1.090
22 H -0.129 -0.969 -2.632  C9 1.090
23 H -0.291 -0.098 -4.059  C9 1.090
24 H 2.522 -2.633 -3.212  C10 1.090
25 H 3.602 -1.416 -2.637  C10 1.090
26 H 2.153 -1.889 -1.745  C10 1.090
27 H 0.285 3.156 -2.687  C11 1.090
28 H -0.212 1.753 -3.499  C11 1.090
29 H 0.234 3.051 -4.497  C11 1.090
30 H 2.578 0.538 -1.153  O8 0.960
31 C -1.081 -0.963 1.127  C32 1.490, H34 1.090, H35 1.090, H36 1.090
32 C -1.906 -0.036 1.953  C31 1.490, O33 1.387, H37 1.090, H38 1.090
33 O -2.507 -0.755 2.976  C32 1.387, H39 0.960
34 H -0.612 -0.567 0.227  C31 1.090
35 H -1.657 -1.755 0.647  C31 1.090
36 H -0.271 -1.367 1.733  C31 1.090
37 H -2.729 0.474 1.452  C32 1.090
38 H -1.306 0.762 2.392  C32 1.090
39 H -2.131 -0.478 3.815  O33 0.960
40 C -0.898 3.796 0.421  O41 1.399, H42 1.090, H43 1.090, H44 1.090
41 O -0.634 2.430 0.276  C40 1.399, H45 0.960
42 H -1.105 3.898 1.486  C40 1.090
43 H -0.198 4.507 -0.020  C40 1.090
44 H -1.822 3.912 -0.146  C40 1.090
45 H 0.037 2.226 -0.380  O41 0.960
46 C -0.810 -1.217 5.670  O47 1.358, H48 1.090, H49 1.090, H50 1.090
47 O -1.609 -0.126 5.553  C46 1.358, H51 0.960
48 H 0.152 -0.888 6.063  C46 1.090
49 H -1.214 -1.901 6.417  C46 1.090
50 H -0.803 -1.609 4.653  C46 1.090
51 H -1.576 0.343 6.390  O47 0.960
52 C 1.945 -3.627 2.684  O53 1.362, H54 1.090, H55 1.090, H56 1.090
53 O 2.975 -2.801 3.018  C52 1.362, H57 0.960
54 H 2.131 -4.597 3.145  C52 1.090
55 H 0.978 -3.168 2.890  C52 1.090
56 H 1.858 -3.800 1.611  C52 1.090
57 H 3.047 -2.602 3.954  O53 0.960
58 C -5.997 1.056 2.228  O59 1.391, H60 1.090, H61 1.090, H62 1.090
59 O -5.762 1.632 3.472  C58 1.391, H63 0.960
60 H -5.443 0.141 2.016  C58 1.090
61 H -7.039 0.858 1.974  C58 1.090
62 H -5.649 1.851 1.569  C58 1.090
63 H -4.853 1.440 3.716  O59 0.960
64 C 2.297 0.328 1.675  O65 1.449, H66 1.090, H67 1.090, H68 1.090
65 O 3.486 -0.349 2.152  C64 1.449, H69 0.960
66 H 1.734 -0.261 0.952  C64 1.090
67 H 1.698 0.483 2.573  C64 1.090
68 H 2.581 1.279 1.224  C64 1.090
69 H 3.314 -1.294 2.173  O65 0.960
70 C -4.754 -3.525 2.263  O71 1.391, H72 1.090, H73 1.090, H74 1.090
71 O -3.402 -3.346 1.989  C70 1.391, H75 0.960
72 H -5.122 -2.732 2.914  C70 1.090
73 H -5.346 -3.556 1.348  C70 1.090
74 H -4.751 -4.429 2.872  C70 1.090
75 H -3.157 -2.424 2.094  O71 0.960

SMILES: CC1(C)CCCC(C)(C)N1O.CCO.CO.CO.CO.CO.CO.CO
E_HOMO: -8.0989 eV
Kohn-Sham gap: 8.5 eV
Lowest unoccupied orbital energy: 0.383 eV

---

Looking at relative energy (zero: lowest compared OMol25 entry of this formula, charge and spin) for the records above, in order, we have 396.0 152.0 kJ/mol.
Looking at DFT total energy for the records above, in order, we have -8727.575 -36287.741 eV.